*a*
The following is a DFT calculation (ωB97M-V/def2-TZVPD) of a molecular structure, C30H44As8F48N6O2.

Output
HOMO-LUMO gap: 1.54 eV

ORCA input file:
```
! wB97M-V def2-TZVPD RIJCOSX def2/J DEFGRID3
* xyz -2 1
C 0.56469 -9.31555 6.30433
C -0.34405 -9.23461 7.54292
O -0.68127 -8.12856 7.91232
N -0.60369 -10.51526 8.32970
H -1.48528 -10.45901 8.81933
H -0.57104 -11.29325 7.68646
C 0.60852 -10.84896 9.26013
H 0.58953 -8.28873 5.93945
H 0.04018 -9.96281 5.60142
H 1.51086 -9.77214 6.59479
H 1.39015 -11.18564 8.57906
H 0.27597 -11.67331 9.89095
H 0.81086 -9.91322 9.78120
C -7.22820 9.89785 -8.15310
C -6.89076 8.76783 -9.04677
O -7.77494 8.23711 -9.75381
N -5.44378 8.32247 -8.88525
H -4.84508 9.03302 -9.28117
H -5.27027 8.17683 -7.90099
C -5.08318 7.12863 -9.75085
H -8.11899 10.41175 -8.51437
H -6.41180 10.61902 -8.11453
H -7.51431 9.51343 -7.17409
H -4.12082 6.74019 -9.41757
H -5.07988 7.31901 -10.82409
H -5.71816 6.27989 -9.49677
C -5.17379 5.80577 3.44220
N -4.32841 5.65044 4.62218
C -3.03342 5.96344 4.34221
C -2.17679 6.14346 5.46573
C -2.75045 6.09628 6.77080
C -4.09267 5.74546 6.99191
C -4.87046 5.50067 5.86404
C -1.82362 6.31278 7.93364
C -1.97286 5.54374 9.10042
C -1.12136 5.52674 10.18497
N -0.09236 6.44969 10.15377
C 0.17443 7.26424 9.05123
C -0.67274 7.13892 7.91261
C 0.62759 6.77171 11.36551
H -6.10905 6.29035 3.72253
H -5.42506 4.83136 3.02331
H -4.76142 6.44737 2.66348
H -2.80696 6.10443 3.29568
H -1.12587 6.29395 5.26750
H -4.46273 5.75710 8.00646
H -5.93985 5.35046 5.84828
H -2.71461 4.76508 9.19986
H -1.11398 4.97080 11.11086
H 0.93860 8.01228 9.20246
H -0.48618 7.74581 7.03894
H 0.72801 5.83921 11.92092
H 0.06432 7.52871 11.91119
H 1.62860 7.16211 11.18195
C 0.49579 -0.68736 -5.51947
N 0.57837 -0.70979 -4.00130
C 0.65523 -1.86223 -3.31842
C 1.01171 -1.84999 -1.98335
C 1.25580 -0.65132 -1.31034
C 0.94267 0.51960 -2.00191
C 0.54797 0.47007 -3.30486
C 1.73109 -0.78563 0.10507
C 1.07546 -0.07166 1.14684
C 1.24939 -0.48831 2.49092
N 2.09199 -1.51732 2.76340
C 2.85026 -2.12501 1.75024
C 2.70913 -1.70504 0.42866
C 2.41877 -1.94221 4.09541
H 0.40607 0.38146 -5.71353
H -0.43711 -1.19659 -5.76135
H 1.37999 -1.12562 -5.98230
H 0.54075 -2.76640 -3.89788
H 1.22319 -2.74460 -1.41647
H 0.76728 1.49329 -1.56883
H 0.27022 1.32207 -3.90764
H 0.36075 0.71401 0.95112
H 0.72256 0.00047 3.29711
H 3.58660 -2.80015 2.16061
H 3.31029 -2.12918 -0.36197
H 3.31056 -1.43961 4.46984
H 2.68612 -2.99664 4.02606
H 1.59341 -1.62263 4.73161
As 4.37130 3.80656 -12.06265
F 5.71335 3.41651 -13.21558
F 5.35843 3.13612 -10.68530
F 3.15068 3.98886 -10.73368
F 3.28621 4.57119 -13.30081
F 3.55375 2.22470 -12.28000
F 5.05913 5.41476 -11.72396
As -5.21731 -0.03446 -13.55579
F -3.66043 0.38969 -14.41339
F -5.74690 -0.70654 -15.19580
F -6.82173 -0.52155 -12.90736
F -4.54658 0.63732 -12.08418
F -5.90131 1.57235 -14.00393
F -4.49260 -1.68007 -13.15866
As 5.94020 -5.36761 -9.15781
F 7.62241 -5.26783 -9.77219
F 5.66815 -6.79123 -10.21913
F 4.23910 -5.43143 -8.50383
F 6.22741 -3.95993 -8.08872
F 5.36000 -4.22376 -10.39556
F 6.59495 -6.59069 -7.98091
As 5.99301 4.39539 6.10829
F 6.32540 2.86332 5.32333
F 4.56882 3.72468 7.03961
F 5.75160 5.96172 6.92207
F 7.37163 5.15860 5.23344
F 4.81053 4.82211 4.81691
F 7.11173 3.87796 7.40904
As -6.69986 1.81205 -4.97913
F -7.30098 3.50495 -4.55554
F -8.06491 1.09490 -4.05747
F -5.94935 0.17188 -5.44211
F -5.33307 2.47968 -6.00107
F -5.63895 1.93456 -3.56251
F -7.68106 1.81404 -6.49144
As 7.84864 -7.56877 8.94711
F 6.13288 -7.92746 9.30324
F 7.65599 -5.92125 9.64771
F 9.54185 -7.25152 8.52714
F 8.00338 -9.22205 8.24338
F 7.46883 -6.93000 7.24723
F 8.25388 -8.26198 10.60017
As 6.62350 -7.92982 -0.49387
F 8.00770 -8.57700 0.60188
F 7.33812 -6.23969 -0.48569
F 5.40659 -7.30506 -1.64342
F 5.90296 -9.53543 -0.65989
F 5.58252 -7.52668 0.95616
F 7.72154 -8.30140 -1.88603
As -4.51977 -6.88324 0.23463
F -5.19101 -5.45202 -0.68303
F -5.49095 -8.06179 -0.67862
F -3.84087 -8.21905 1.32010
F -3.47937 -5.76217 1.16648
F -5.88677 -6.84029 1.42712
F -3.14884 -7.03414 -0.90662
*
```

---

*b*
The following is a DFT calculation (ωB97M-V/def2-TZVPD) of a molecular structure, C30H44As8F48N6O2.

Output
HOMO-LUMO gap: 2.85 eV

ORCA input file:
```
! wB97M-V def2-TZVPD RIJCOSX def2/J DEFGRID3
* xyz -2 1
C 5.89867 11.95731 2.69928
C 4.54011 11.35115 3.12433
O 4.34406 10.67892 4.14315
N 3.37059 11.74612 2.21096
H 2.49694 11.53582 2.67207
H 3.42632 12.74591 2.07900
C 3.43814 10.95114 0.92269
H 6.57028 11.53670 3.44770
H 6.08162 13.01484 2.88972
H 6.30446 11.61456 1.74746
H 4.15683 11.45440 0.27593
H 2.40631 11.02729 0.57971
H 3.66840 9.89745 1.08030
C -9.19363 -5.99819 13.43416
C -8.02742 -5.05626 13.22642
O -7.62778 -4.69596 12.15404
N -7.41558 -4.51429 14.47159
H -7.23418 -3.52089 14.48969
H -7.95901 -4.69379 15.30380
C -6.02764 -5.15888 14.88821
H -10.21230 -5.62224 13.33893
H -9.15861 -6.51047 14.39564
H -9.13738 -6.60975 12.53364
H -6.18383 -6.22623 15.04466
H -5.55878 -4.71843 15.76813
H -5.39322 -4.94157 14.02891
C 7.70011 6.40679 -7.95194
N 8.07067 5.13834 -8.58923
C 7.57540 4.78488 -9.79203
C 7.77963 3.47609 -10.24598
C 8.48480 2.55262 -9.47279
C 9.01507 3.01031 -8.29458
C 8.88430 4.33665 -7.91066
C 8.52276 1.15579 -9.93401
C 7.39197 0.37543 -10.13736
C 7.52597 -0.92564 -10.70355
N 8.74621 -1.30893 -11.10375
C 9.86989 -0.61172 -10.84611
C 9.77825 0.62760 -10.26637
C 8.96498 -2.57259 -11.80605
H 6.88719 6.85655 -8.52202
H 8.48532 7.13774 -8.14498
H 7.37690 6.33619 -6.91336
H 6.95722 5.51652 -10.29097
H 7.25760 3.17713 -11.14292
H 9.62248 2.28834 -7.76903
H 9.29393 4.72953 -6.99183
H 6.41151 0.74237 -9.87188
H 6.64343 -1.54171 -10.79289
H 10.84578 -1.04748 -11.00161
H 10.65248 1.25313 -10.16234
H 9.51177 -2.34580 -12.72130
H 8.00646 -3.07755 -11.92588
H 9.71246 -3.14477 -11.25651
C -4.88920 -2.91216 3.46963
N -3.83301 -2.34773 2.68917
C -3.98200 -1.11625 2.22482
C -2.91515 -0.43647 1.59276
C -1.73906 -1.11967 1.27278
C -1.62639 -2.43321 1.83527
C -2.70912 -3.06621 2.42835
C -0.57676 -0.65354 0.44461
C 0.06063 0.59687 0.56860
C 1.23841 0.90114 -0.12687
N 1.77568 -0.01128 -1.00322
C 1.05430 -1.19581 -1.25927
C -0.07254 -1.44466 -0.57119
C 3.11203 0.17315 -1.49026
H -5.47008 -2.15454 3.99565
H -4.32695 -3.57624 4.12612
H -5.54898 -3.48619 2.81903
H -4.93086 -0.64432 2.43301
H -3.05734 0.57411 1.23934
H -0.71710 -2.98599 1.65081
H -2.58009 -4.04614 2.86364
H -0.28039 1.31760 1.29706
H 1.80782 1.78258 0.12856
H 1.46136 -1.87493 -1.99378
H -0.59853 -2.35454 -0.81991
H 3.40541 1.21427 -1.62481
H 3.14872 -0.29609 -2.47339
H 3.88062 -0.09193 -0.76424
As 0.97606 5.42530 -6.78453
F -0.77048 5.41854 -7.33451
F 0.78681 7.19553 -6.39004
F 2.69147 5.54584 -6.26813
F 1.01802 3.64059 -7.13072
F 1.54280 5.76806 -8.44827
F 0.43518 5.02619 -5.07838
As -12.91046 1.87217 4.18571
F -13.11800 2.42490 5.86846
F -12.18156 0.30140 4.68791
F -12.67430 1.34803 2.46702
F -13.53438 3.48128 3.63132
F -11.28853 2.58022 4.13164
F -14.57946 1.23665 4.15361
As 4.80747 -6.07681 1.46620
F 3.72674 -6.19571 0.01885
F 3.52477 -6.92848 2.43370
F 5.89570 -6.07593 2.88804
F 5.96221 -5.20268 0.43240
F 4.11850 -4.43656 1.91610
F 5.54548 -7.66322 0.98042
As -1.45771 -1.07079 9.03297
F -1.27588 0.61693 9.57011
F -2.89192 -0.49340 8.11506
F -1.84944 -2.81753 8.47163
F 0.09390 -1.61951 9.84490
F -2.37266 -1.47562 10.61481
F -0.52453 -0.74516 7.55961
As -7.01221 -11.65617 4.08236
F -6.79106 -10.83844 2.51979
F -5.42431 -12.53290 3.83825
F -7.35636 -12.52612 5.60475
F -8.54264 -10.77064 4.45896
F -7.90933 -12.93788 3.15528
F -6.03485 -10.40883 4.92221
As -2.11811 7.24463 4.54193
F -0.46895 6.64601 4.59046
F -1.56011 8.95955 4.80790
F -3.80330 7.88505 4.46948
F -2.69625 5.51255 4.45453
F -2.17480 7.06315 6.32020
F -2.00000 7.51188 2.78738
As -7.10762 -4.25191 -2.94448
F -6.34871 -2.74434 -2.49189
F -8.42645 -3.22404 -3.57508
F -7.84758 -5.77074 -3.36742
F -5.74316 -5.16487 -2.04155
F -7.99905 -4.31521 -1.36223
F -6.27526 -4.26286 -4.55396
As 1.35612 -6.24456 -8.06420
F -0.30426 -6.75206 -8.50343
F 1.96287 -6.98337 -9.59752
F 2.94629 -5.64744 -7.68706
F 0.66035 -5.27902 -6.67170
F 1.57197 -7.74573 -7.11710
F 1.11160 -4.72820 -8.95223
*
```

---

The most stable arrangement is *b*, and the next structure is 0.0724 hartree less stable.

---

*a*
The following is a DFT calculation (ωB97M-V/def2-TZVPD) of 2 unconnected molecules or ions with the total composition C4H9BrN.

Output
HOMO-LUMO gap (alpha / beta): 7.16 / 9.75 eV

ORCA input file:
```
! wB97M-V def2-TZVPD RIJCOSX def2/J DEFGRID3
* xyz 1 1
C 0.54910 0.40213 1.29709
C 0.08002 0.76312 -0.02675
C 1.26993 -1.46330 -0.30228
C -2.67779 1.26542 -0.56799
N 0.22946 -0.63001 0.29552
Br -3.23818 -0.27760 0.22313
H 1.59581 0.51077 1.56045
H -0.11922 0.46079 2.14731
H 0.63363 1.21530 -0.82687
H 0.87200 -1.98042 -1.17501
H 2.10632 -0.83889 -0.61536
H 1.62510 -2.20173 0.41531
H -2.49884 1.25717 -1.62426
H -2.75409 2.17703 -0.00296
H -0.64101 -1.15079 0.46208
*
```

---

*b*
The following is a DFT calculation (ωB97M-V/def2-TZVPD) of a molecular structure, C4H9BrN.

Output
HOMO-LUMO gap: 10.07 eV

ORCA input file:
```
! wB97M-V def2-TZVPD RIJCOSX def2/J DEFGRID3
* xyz 1 1
C 0.77754 -0.29944 -0.08441
C -0.60721 0.09845 0.66315
C 0.11838 0.36963 -1.15050
C 2.05768 0.31850 0.44143
N -1.80993 -0.61280 0.50712
Br -1.06741 -0.33727 -2.45299
H 0.76198 -1.33615 -0.25190
H -0.86917 1.10770 0.87509
H 0.22043 1.49801 -1.38637
H 2.21894 0.29430 1.53558
H 2.01782 1.43200 0.26721
H 3.01355 -0.07619 -0.04918
H -1.96800 -1.59191 0.73735
H -2.20013 -0.59769 -0.58374
H -2.66447 -0.26713 0.93218
*
```

---

*c*
The following is a DFT calculation (ωB97M-V/def2-TZVPD) of a molecular structure, C4H9BrN.

Output
HOMO-LUMO gap (alpha / beta): 7.15 / 7.16 eV

ORCA input file:
```
! wB97M-V def2-TZVPD RIJCOSX def2/J DEFGRID3
* xyz 1 1
C -2.32260 1.23928 0.21110
C -1.46878 1.19851 -0.99560
C 2.74539 -0.78748 -0.03770
C 1.63840 -1.43329 0.75324
N -1.51137 0.09285 -0.02440
Br 0.32871 -0.52478 1.54266
H -2.06594 1.95726 1.01328
H -3.39764 1.10118 0.13163
H -1.95758 0.83817 -1.91366
H -0.68959 1.84357 -1.17845
H 3.58597 -0.80217 0.70943
H 2.91714 -1.56091 -0.91566
H 2.49556 0.21837 -0.24521
H 1.66267 -2.54161 1.02460
H -1.96035 -0.83895 -0.07526
*
```

---

The most stable arrangement is *b*, and the next structure is 0.0475 hartree less stable.

---

*a*
The following is a DFT calculation (ωB97M-V/def2-TZVPD) of 2 unconnected molecules or ions with the total composition C7H13N.

Output
HOMO-LUMO gap: 9.66 eV

ORCA input file:
```
! wB97M-V def2-TZVPD RIJCOSX def2/J DEFGRID3
* xyz 0 1
C -0.64744 -0.73622 1.39019
C -0.67066 0.24510 0.47759
C -0.50267 1.68079 0.90362
C -1.54187 0.12973 -0.81359
N -1.79930 -1.19399 -1.30503
H -0.36352 -0.55412 2.41485
H -0.79985 -1.76988 1.12529
H 0.08254 1.76018 1.81720
H -0.02401 2.25586 0.11512
H -1.47498 2.13626 1.09340
H -2.48709 0.64118 -0.63381
H -0.99405 0.66940 -1.59286
H -2.38922 -1.70077 -0.64926
H -0.89956 -1.68896 -1.38567
C 1.26977 -1.29392 -1.49676
C 1.56288 -0.46238 -0.65648
C 2.45408 0.29888 0.21903
H 1.18945 -1.89873 -2.35839
H 2.11733 0.20975 1.25303
H 3.47145 -0.08109 0.13839
H 2.44672 1.35292 -0.05586
*
```

---

*b*
The following is a DFT calculation (ωB97M-V/def2-TZVPD) of a single C7H13N molecule.

Output
HOMO-LUMO gap: 10.42 eV

ORCA input file:
```
! wB97M-V def2-TZVPD RIJCOSX def2/J DEFGRID3
* xyz 0 1
C -1.96747 -1.19874 -1.35620
C -0.59610 -0.65080 -1.17890
C -0.39489 -0.11448 0.54064
C 0.70126 0.85219 0.71262
C 1.98647 -0.07144 0.84463
C 0.79071 1.91097 -0.29734
C -0.78389 -1.00265 1.65681
N -1.63493 -0.07772 1.47731
H -2.09018 -2.16046 -0.89309
H -2.24770 -1.32582 -2.46367
H -2.72598 -0.40758 -1.01132
H -0.45210 0.28079 -1.67828
H 0.19325 -1.34891 -1.24255
H 0.64628 1.24563 1.71331
H 2.06806 -0.60203 -0.12761
H 1.79592 -0.60714 1.82144
H 2.96819 0.44344 1.02406
H 1.27849 1.66832 -1.28885
H 1.37314 2.75268 0.05958
H -0.31173 2.24290 -0.46148
H -0.59681 -1.82917 2.14888
*
```

---

The most stable arrangement is *a*, and the next structure is 0.0124 hartree less stable.

---

*a*
The following is a DFT calculation (ωB97M-V/def2-TZVPD) of a single C7H13N molecule.

Output
HOMO-LUMO gap: 9.25 eV

ORCA input file:
```
! wB97M-V def2-TZVPD RIJCOSX def2/J DEFGRID3
* xyz 0 1
C 2.40943 0.48949 -0.36162
N 1.08050 0.26637 0.09549
C 0.94739 -1.36296 0.17209
C -0.55248 -1.47474 0.24008
C -1.19518 0.00334 0.08839
C -1.44590 0.81882 1.38357
C -1.40943 1.10207 -1.05416
C 0.00652 0.41416 -0.84047
H 3.26206 0.27443 0.38566
H 2.81866 -0.03090 -1.25516
H 2.38220 1.43501 -0.95348
H 1.37761 -1.65627 1.06906
H 1.55203 -1.76790 -0.65171
H -1.02778 -2.08137 1.14806
H -0.94940 -1.96035 -0.58149
H -1.31950 1.94010 1.35684
H -2.63059 0.84452 1.53199
H -1.22543 0.31413 2.56238
H -1.88448 0.83625 -1.97061
H -2.04899 2.00095 -0.63675
H -0.14725 -0.40514 -1.72817
*
```

---

*b*
The following is a DFT calculation (ωB97M-V/def2-TZVPD) of a single C7H13N molecule.

Output
HOMO-LUMO gap: 9.77 eV

ORCA input file:
```
! wB97M-V def2-TZVPD RIJCOSX def2/J DEFGRID3
* xyz 0 1
C -0.08758 -3.61155 -1.87447
C -0.38650 -2.89636 -0.79769
C -0.36969 -1.42124 -0.90043
C -0.87594 -0.61393 0.02610
C -0.75689 0.88442 -0.04437
C 0.55837 1.34780 0.61261
C 0.22019 1.99397 1.98643
N 1.27809 2.26926 -0.25248
H 0.22667 -3.23447 -2.82686
H -0.03415 -4.68530 -1.72690
H -0.58664 -3.26364 0.19737
H 0.01654 -0.96403 -1.81012
H -1.31363 -0.98975 0.94717
H -0.70660 1.15887 -1.10482
H -1.56152 1.44831 0.41934
H 1.22655 0.52097 0.87045
H -0.30403 1.28600 2.58595
H -0.16317 2.99663 1.81595
H 1.15037 2.04603 2.57222
H 1.84196 2.99240 0.17104
H 0.62760 2.73559 -0.86651
*
```

---

The most stable arrangement is *b*, and the next structure is 0.2093 hartree less stable.

---

*a*
The following is a DFT calculation (ωB97M-V/def2-TZVPD) of a molecular structure, CH3N5O2.

Output
HOMO-LUMO gap: 9.68 eV

ORCA input file:
```
! wB97M-V def2-TZVPD RIJCOSX def2/J DEFGRID3
* xyz 0 1
C -0.98134 -1.78248 -0.62961
N -1.09861 -2.92184 -0.83890
N -0.25534 1.02224 1.25849
N -1.01036 -0.46622 -0.37362
N -0.04769 -0.11807 0.53986
N 1.44373 0.26867 -0.47725
O 1.95648 1.32866 -0.32368
O 1.77430 -0.60269 -1.22805
H -0.49013 1.81299 0.68957
H 0.33401 1.22071 2.18981
H -1.62505 0.23804 -0.80663
*
```

---

*b*
The following is a DFT calculation (ωB97M-V/def2-TZVPD) of a single CH3N5O2 molecule.

Output
HOMO-LUMO gap: 9.30 eV

ORCA input file:
```
! wB97M-V def2-TZVPD RIJCOSX def2/J DEFGRID3
* xyz 0 1
O 2.49197 0.53996 -0.02248
N 1.32086 0.66208 -0.73277
C 0.26654 0.04577 -0.53295
N -0.94970 0.19173 -1.30850
N -2.09135 0.09339 -0.43897
N -1.69875 -0.42823 0.56011
N -0.25262 -0.58889 0.54436
O 0.33058 -0.56668 1.58965
H 2.41902 -0.28534 0.64372
H -1.10606 0.43096 -2.33583
H 0.20827 0.28296 1.98289
*
```

---

The most stable arrangement is *a*, and the next structure is 0.0211 hartree less stable.